Entry 1:
{
  "formula": "C3H10NOP",
  "method": "ωB97M-V/def2-TZVPD",
  "lumo_ev": 0.9,
  "charge": 0,
  "smiles": "CC(C)N[PH2]=O",
  "e_above_lowest_ev": 1.405,
  "e_homo_ev": -9.937,
  "orbital_gap_ha": 0.3987,
  "total_energy_ev": -16099.1018,
  "symbols": ["C", "C", "C", "N", "P", "O", "H", "H", "H", "H", "H", "H", "H", "H", "H", "H"],
  "xyz": [[-1.16967, -1.29123, 0.10163], [-0.13600, -0.16434, 0.21642], [-0.53128, 1.13263, -0.54184], [1.15803, -0.56547, -0.33444], [2.54878, -0.00613, 0.39406], [3.64728, -0.01892, -0.52088], [-0.74257, -2.17201, 0.65822], [-2.07529, -0.96807, 0.65394], [-1.44092, -1.57680, -0.94640], [-0.11199, 0.22929, 1.19323], [0.35688, 1.69418, -0.70400], [-1.32864, 1.58919, 0.06187], [-0.99467, 0.87443, -1.42232], [1.20943, -0.24653, -1.47200], [2.17589, 1.27626, 0.87441], [2.84850, -0.68360, 1.62861]],
  "lowdin_charge": [-0.07, -0.53, -0.07, -0.21, 0.52, -0.41, 0.09, 0.08, 0.09, 0.10, 0.06, 0.09, 0.04, 0.20, 0.01, 0.02]
}

Entry 2:
{
  "formula": "C3H10NOP",
  "method": "ωB97M-V/def2-TZVPD",
  "lumo_ev": [0.8, -2.3],
  "charge": 0,
  "s2": 2.0070,
  "e_above_lowest_ev": 2.523,
  "e_homo_ev": [-4.398, -9.557],
  "spin_multiplicity": 3,
  "orbital_gap_ha": [0.1892, 0.2653],
  "total_energy_ev": -16094.0507,
  "symbols": ["C", "C", "C", "N", "O", "P", "H", "H", "H", "H", "H", "H", "H", "H", "H", "H"],
  "xyz": [[-1.34794, -1.34486, 0.15308], [0.88071, -0.98886, 0.81893], [0.17261, 1.97246, -0.91796], [-0.02505, -1.20662, -0.28528], [-1.42711, 0.33754, -2.25646], [-0.09839, 0.33770, -1.64298], [-2.01756, -1.30014, -0.74570], [-1.48919, -2.38900, 0.62244], [-1.66573, -0.54569, 0.87017], [1.76387, -0.40991, 0.46998], [0.30417, -0.33501, 1.64294], [1.08563, -1.96069, 1.25542], [-0.71005, 1.98311, -0.20772], [1.09859, 1.75677, -0.25297], [0.16853, 2.64985, -1.78017], [0.92565, 0.03071, -2.59829]],
  "lowdin_spin": [0.10, 0.09, 0.14, 0.88, 0.15, 0.40, 0.00, 0.04, 0.04, 0.01, 0.03, 0.03, 0.00, 0.00, 0.03, 0.07]
}

Entry 3:
{
  "formula": "C3H10NOPS",
  "method": "ωB97M-V/def2-TZVPD",
  "lumo_ev": [-2.7, -2.6],
  "charge": 0,
  "e_above_lowest_ev": 5.010,
  "e_homo_ev": [-8.793, -8.780],
  "orbital_gap_ha": [0.2221, 0.2263],
  "total_energy_ev": -26931.4839,
  "symbols": ["C", "C", "C", "N", "O", "P", "S", "H", "H", "H", "H", "H", "H", "H", "H", "H", "H"],
  "xyz": [[-1.26764, 1.83633, -0.38752], [-0.79140, -1.47066, 1.73298], [-0.10736, 1.00738, -1.00537], [1.79839, -0.88042, -0.94749], [-0.34397, -0.87818, 0.51419], [0.90990, 0.09133, 0.21794], [3.71242, -1.33376, 1.55302], [-2.01442, 1.99758, -1.06366], [-1.63772, 1.19410, 0.45535], [-0.87036, 2.83089, -0.10727], [-1.43247, -2.33293, 1.47072], [-1.39511, -0.67233, 2.19873], [0.03190, -1.90854, 2.43101], [0.53744, 1.63935, -1.75363], [-0.63483, 0.30067, -1.64076], [2.68486, -1.10395, -0.60124], [1.82872, -0.45739, -1.94248]],
  "lowdin_charge": [-0.15, -0.14, -0.42, -0.21, -0.48, 0.77, 0.12, 0.02, 0.07, 0.08, 0.08, 0.08, 0.10, 0.11, 0.07, -0.17, 0.07]
}

Entry 4:
{
  "formula": "C3H10NOS",
  "method": "ωB97M-V/def2-TZVPD",
  "lumo_ev": 3.9,
  "charge": -1,
  "e_above_lowest_ev": 1.739,
  "e_homo_ev": -2.423,
  "orbital_gap_ha": 0.2307,
  "total_energy_ev": -17645.7035,
  "symbols": ["C", "N", "C", "C", "S", "H", "H", "H", "H", "H", "H", "H", "H", "H", "H", "O"],
  "xyz": [[-1.80547, -0.21841, 0.45047], [-1.05106, 0.80129, -0.31023], [0.42276, 0.70841, -0.26805], [0.97175, 0.24220, -1.58632], [1.61827, -1.49224, -1.81971], [-1.94470, -1.21122, 0.01968], [-2.84332, 0.15763, 0.51013], [-1.39185, -0.39140, 1.43713], [-1.44344, 0.64958, -1.23483], [0.85869, 1.70252, -0.03553], [0.72565, 0.04917, 0.56669], [1.87828, 0.79921, -1.86036], [0.24932, 0.26111, -2.38964], [0.58365, -0.51172, 1.77880], [1.99578, -0.95489, 2.20348], [1.17568, -0.59124, 2.53829]],
  "lowdin_charge": [-0.15, -0.13, -0.32, -0.75, 0.00, 0.07, 0.07, 0.05, 0.08, 0.10, 0.05, 0.01, 0.00, -0.03, 0.04, -0.08]
}

Entry 5:
{
  "formula": "C3H10NOS",
  "method": "ωB97M-V/def2-TZVPD",
  "lumo_ev": 3.7,
  "charge": -1,
  "e_above_lowest_ev": 1.556,
  "e_homo_ev": -2.536,
  "orbital_gap_ha": 0.2303,
  "total_energy_ev": -17645.8868,
  "symbols": ["C", "N", "C", "C", "S", "H", "H", "H", "H", "H", "H", "H", "H", "H", "H", "O"],
  "xyz": [[1.06061, 1.59129, 1.19272], [0.45177, 1.47865, -0.11043], [-0.46071, 0.30438, -0.22163], [-0.36126, -0.36292, -1.60488], [-2.02804, -1.14390, -1.99325], [2.15306, 1.61753, 1.09067], [0.90426, 0.78990, 1.92582], [0.67281, 2.43674, 1.83363], [-0.10534, 2.25115, -0.44357], [-0.04759, -0.49682, 0.40275], [-1.44806, 0.52312, 0.17351], [0.56048, -0.94233, -1.48473], [-0.18966, 0.26121, -2.48130], [-0.85398, -2.61032, 1.20827], [-0.18293, -2.71369, -0.20464], [-0.12542, -2.98398, 0.71706]],
  "lowdin_charge": [-0.19, -0.13, -0.37, -0.74, 0.04, 0.06, 0.06, 0.07, 0.09, 0.06, 0.07, 0.04, 0.01, 0.02, -0.01, -0.09]
}

Entry 6:
{
  "formula": "C3H10NOS",
  "method": "ωB97M-V/def2-TZVPD",
  "lumo_ev": 4.0,
  "charge": -1,
  "e_above_lowest_ev": 2.091,
  "e_homo_ev": -2.660,
  "orbital_gap_ha": 0.2448,
  "total_energy_ev": -17645.3518,
  "symbols": ["C", "C", "S", "C", "N", "H", "H", "H", "H", "H", "H", "H", "H", "H", "H", "O"],
  "xyz": [[0.39377, -1.01806, -0.05850], [-0.12955, 0.45355, -0.10585], [-0.44852, 1.51123, -1.58601], [1.74033, -1.24294, 0.77995], [2.12733, -0.40104, 2.02206], [0.46860, -1.38884, -1.05089], [-0.42917, -1.71177, 0.46141], [0.67577, 1.03192, 0.37015], [-1.11072, 0.30202, 0.21687], [2.48138, -0.86955, 0.12170], [1.84260, -2.27176, 1.22224], [2.39338, 0.54323, 1.59785], [1.22781, -0.35768, 2.49648], [-3.88143, 1.68401, -1.42733], [-3.25881, 2.01031, -2.72759], [-4.09277, 1.72537, -2.33256]],
  "lowdin_charge": [-0.26, -0.78, 0.07, -0.27, -0.06, 0.05, 0.11, 0.00, -0.02, 0.07, 0.10, 0.07, 0.04, -0.02, -0.01, -0.09]
}

Entry 7:
{
  "formula": "C3H10NOS",
  "method": "ωB97M-V/def2-TZVPD",
  "lumo_ev": 3.4,
  "charge": -1,
  "e_above_lowest_ev": 3.684,
  "e_homo_ev": -2.993,
  "orbital_gap_ha": 0.2332,
  "total_energy_ev": -17643.7583,
  "symbols": ["C", "C", "S", "H", "H", "H", "H", "H", "H", "N", "C", "O", "H", "H", "H", "H"],
  "xyz": [[-1.62732, 2.56694, -0.07034], [-0.68829, 1.51326, 0.44437], [-0.25629, 1.64119, 2.20775], [-1.18312, 3.15628, -0.86571], [-1.73626, 3.41012, 0.62069], [-2.62390, 2.22775, -0.43160], [-0.88300, 0.38587, 0.08521], [0.33083, 1.51488, -0.14201], [-0.38583, 0.49486, 3.01779], [2.23887, -2.38380, -0.29158], [0.67712, -2.08680, -1.12047], [-0.00164, -1.29119, -0.42254], [2.07286, -2.61348, 0.75072], [2.51151, -3.42678, -0.47424], [1.12440, -1.85658, -2.17533], [0.43007, -3.25253, -1.13271]],
  "lowdin_charge": [-0.22, -0.67, 0.59, 0.05, 0.04, 0.07, 0.08, 0.09, -0.14, -0.16, -0.55, -0.27, -0.01, -0.02, 0.07, 0.06]
}

Entry 8:
{
  "formula": "C3H10NOS",
  "method": "ωB97M-V/def2-TZVPD",
  "lumo_ev": 4.0,
  "charge": -1,
  "e_above_lowest_ev": 0.610,
  "e_homo_ev": -3.004,
  "orbital_gap_ha": 0.2567,
  "total_energy_ev": -17646.8328,
  "symbols": ["C", "C", "C", "S", "N", "H", "H", "H", "H", "H", "H", "H", "H", "H", "H", "O"],
  "xyz": [[1.42020, -1.16965, 0.51897], [-0.05427, -1.59073, 0.38641], [-0.68985, -0.81181, -0.76470], [-1.00857, 0.96571, -0.30570], [-0.63476, -1.37857, 1.82018], [1.96187, -1.25211, -0.44114], [1.33119, -0.07348, 0.61185], [2.01060, -1.55496, 1.41493], [-0.28291, -2.64299, 0.21842], [-1.70887, -1.13505, -1.00395], [-0.06343, -0.93201, -1.69026], [-1.34362, -0.68877, 1.60027], [0.11615, -0.91750, 2.31191], [2.26849, 2.04529, -1.09167], [0.63883, 2.05147, -1.05716], [1.48298, 2.58289, -1.18278]],
  "lowdin_charge": [-0.13, -0.52, -0.64, 0.29, -0.01, 0.06, 0.04, 0.08, 0.10, 0.02, 0.06, -0.02, 0.02, -0.01, -0.14, -0.19]
}

Entry 9:
{
  "formula": "C3H10NOS",
  "method": "ωB97M-V/def2-TZVPD",
  "lumo_ev": 3.7,
  "charge": -1,
  "e_above_lowest_ev": 0.718,
  "e_homo_ev": -2.722,
  "orbital_gap_ha": 0.2347,
  "total_energy_ev": -17646.7251,
  "symbols": ["C", "N", "C", "C", "S", "H", "H", "H", "H", "H", "H", "H", "H", "H", "H", "O"],
  "xyz": [[2.24338, 0.71803, 0.17356], [1.37315, 0.09822, -0.79477], [-0.05804, 0.12282, -0.47097], [-0.80636, -1.03602, -1.07138], [-2.62319, -0.91931, -0.83471], [1.66533, 1.37666, 0.80189], [2.82862, 0.02012, 0.78818], [2.98964, 1.37934, -0.29744], [1.62051, -0.85905, -1.02670], [-0.50813, 1.08774, -0.74459], [-0.20407, 0.10439, 0.62385], [-0.61016, -1.05208, -2.14619], [-0.44471, -1.96916, -0.63355], [-2.57442, -0.02850, 1.14612], [-2.10012, 0.38870, 2.56830], [-2.79143, 0.56810, 1.91841]],
  "lowdin_charge": [-0.17, -0.15, -0.38, -0.75, 0.22, 0.06, 0.07, 0.06, 0.09, 0.10, 0.09, 0.03, 0.04, -0.13, 0.00, -0.18]
}

Entry 10:
{
  "formula": "C3H10NOS",
  "method": "ωB97M-V/def2-TZVPD",
  "lumo_ev": 4.2,
  "charge": -1,
  "e_above_lowest_ev": 0.400,
  "e_homo_ev": -2.797,
  "orbital_gap_ha": 0.2577,
  "total_energy_ev": -17647.0428,
  "symbols": ["N", "C", "O", "H", "H", "H", "H", "H", "C", "C", "S", "H", "H", "H", "H", "H"],
  "xyz": [[-0.80978, -0.40968, -2.10021], [-1.68784, 0.67934, -1.68972], [-1.02702, 1.88831, -1.38899], [-0.28885, -0.07368, -2.89653], [-0.22598, -0.60354, -1.29231], [-2.37589, 0.86014, -2.52071], [-2.27010, 0.33693, -0.82946], [-0.51607, 1.71701, -0.58182], [0.89272, -2.25109, 1.51854], [1.49020, -0.86373, 1.77462], [0.59228, 0.54908, 1.04593], [0.76444, -2.45542, 0.45517], [-0.08894, -2.33287, 1.99106], [1.54937, -3.00913, 1.96188], [2.50342, -0.85206, 1.36494], [1.57566, -0.73092, 2.85756]],
  "lowdin_charge": [0.00, -0.41, -0.13, 0.05, -0.01, 0.09, 0.10, -0.07, -0.23, -0.81, 0.25, 0.05, 0.05, 0.05, 0.02, 0.02]
}

Entry 11:
{
  "formula": "C3H10NOS",
  "method": "ωB97M-V/def2-TZVPD",
  "lumo_ev": 3.6,
  "charge": -1,
  "e_above_lowest_ev": 0.954,
  "e_homo_ev": -2.491,
  "orbital_gap_ha": 0.2232,
  "total_energy_ev": -17646.4883,
  "symbols": ["C", "C", "C", "S", "N", "H", "H", "H", "H", "H", "H", "H", "H", "H", "H", "O"],
  "xyz": [[1.22748, 0.16018, 0.71881], [-0.12217, 0.90536, 0.50728], [-1.04937, 0.22063, -0.56663], [-2.67000, -0.41107, 0.07455], [-0.66958, 1.14580, 1.83961], [1.94752, 0.29853, -0.07843], [0.97069, -0.89554, 0.84746], [1.58890, 0.54489, 1.67586], [0.21383, 1.91757, 0.21102], [-1.18730, 1.05059, -1.26049], [-0.58319, -0.67254, -0.95331], [-1.67233, 1.25176, 1.77301], [-0.53813, 0.31718, 2.40895], [0.91025, -1.68020, -1.66562], [0.61536, -2.49495, -2.90373], [1.01803, -1.65820, -2.62833]],
  "lowdin_charge": [-0.10, -0.53, -0.69, 0.07, -0.04, 0.06, 0.07, 0.06, 0.11, 0.03, -0.03, -0.01, 0.04, 0.01, 0.04, -0.08]
}

Entry 12:
{
  "formula": "C3H10NOS",
  "method": "ωB97M-V/def2-TZVPD",
  "lumo_ev": [0.8, -1.8],
  "charge": 0,
  "s2": 0.7541,
  "e_above_lowest_ev": 1.430,
  "e_homo_ev": [-8.929, -8.929],
  "spin_multiplicity": 2,
  "orbital_gap_ha": [0.3591, 0.2637],
  "total_energy_ev": -17643.3687,
  "symbols": ["C", "C", "S", "H", "H", "H", "H", "H", "H", "N", "C", "O", "H", "H", "H", "H"],
  "xyz": [[1.41828, 0.27100, -0.12961], [1.89328, 1.32090, 0.87834], [3.67551, 1.72335, 0.59935], [0.38866, 0.47963, -0.43170], [2.08148, 0.23766, -0.98422], [1.28578, -0.73291, 0.25893], [1.80848, 0.92997, 1.87915], [1.43823, 2.28010, 0.66619], [4.17308, 0.55449, 1.01702], [-3.47492, -1.07721, -0.22472], [-2.21667, -0.96811, -0.94733], [-1.10023, -1.43942, -0.33524], [-3.50815, -0.34212, 0.46612], [-3.49635, -1.91309, 0.35618], [-2.04358, 0.10430, -1.12819], [-2.32288, -1.42854, -1.94027]],
  "lowdin_spin": [0.00, 0.00, 0.00, 0.00, 0.00, 0.00, 0.00, 0.00, 0.00, 0.00, 0.10, 0.80, 0.00, 0.00, 0.05, 0.04]
}